# 1
Here is a molecular structure, C32H30ClFeN2 in a non-equilibrium geometry from the OMol25 dataset. Energies are from ωB97M-V/def2-TZVPD.

Properties
Total charge ... -1
Orbital gap (alpha / beta) ... 3.530 / 5.007 eV
Calculated total energy ... -83553.84445 eV
HOMO energy (alpha / beta) ... -1.02 / -3.06 eV
2S+1 ... 5
Energy relative to the best compared isomer or geometry (same formula, charge and spin) ... 1.6 kJ/mol

Element x y z (Å)
C: -4.7540 -1.0230 -2.9480
C: -4.1977 -1.0861 -1.6327
C: -5.0807 -1.8632 -0.8185
C: -6.2249 -2.2326 -1.6278
C: -6.0071 -1.7343 -2.9679
Fe: -4.5317 -2.9090 -2.3478
C: -4.4874 -4.2770 -3.7711
C: -3.2096 -3.6138 -3.6193
C: -2.7634 -3.7882 -2.2506
C: -3.8063 -4.5260 -1.5054
C: -3.7422 -4.9648 -0.0426
C: -2.8747 -6.1872 0.0858
C: -1.9206 -6.2327 1.1179
C: -0.9534 -7.2350 1.1595
C: -0.9036 -8.2289 0.1825
C: -1.8890 -8.2484 -0.8041
C: -2.8581 -7.2443 -0.8488
C: -4.8279 -4.8530 -2.4955
H: -4.3351 -0.4590 -3.7750
H: -3.3080 -0.5868 -1.2491
H: -4.9759 -1.9489 0.2588
H: -7.1010 -2.7366 -1.2510
H: -6.7080 -1.8358 -3.7963
H: -5.0900 -4.4034 -4.6814
H: -2.6460 -3.1703 -4.4503
H: -1.8054 -3.4707 -1.8308
H: -3.2410 -4.1119 0.4815
H: -1.9302 -5.4404 1.8652
H: -0.2067 -7.1989 1.9509
H: -0.1939 -9.0281 0.2538
H: -1.9129 -9.0566 -1.5498
H: -3.5921 -7.2721 -1.6509
H: -5.6753 -5.4824 -2.2416
C: -7.4807 -5.6354 0.0014
N: -6.6777 -5.8898 1.1749
C: -5.8228 -4.8838 1.7735
H: -4.8209 -4.8057 0.8513
C: -6.6104 -3.6390 2.1694
C: -7.9394 -3.7829 2.6418
C: -8.7357 -2.6620 2.9122
Cl: -10.2726 -2.8817 3.5859
C: -8.2530 -1.3787 2.6176
C: -6.8943 -1.2651 2.2958
C: -6.0450 -2.3642 2.2105
N: -5.3507 -5.5750 2.9582
C: -4.6367 -4.9261 4.0434
C: -6.0918 -6.7220 3.1832
C: -6.9097 -6.9269 2.0491
C: -8.0221 -7.7632 2.1219
C: -8.3226 -8.4090 3.3284
C: -7.5203 -8.1939 4.4662
C: -6.4059 -7.3425 4.3915
H: -7.6692 -6.5944 -0.4894
H: -8.4485 -5.1402 0.2459
H: -6.8706 -4.9834 -0.6437
H: -8.3789 -4.7662 2.8192
H: -8.9296 -0.5252 2.6676
H: -6.4780 -0.2738 2.1102
H: -4.9685 -2.2545 2.1608
H: -4.0597 -5.6894 4.5726
H: -3.9780 -4.1931 3.5658
H: -5.3160 -4.4178 4.7676
H: -8.5949 -7.9348 1.2067
H: -9.2178 -9.0416 3.4189
H: -7.8101 -8.6558 5.4218
H: -5.7376 -7.1800 5.2400

Here are the natural (NBO) charges for atoms 1 to 8, given in e: C -0.3790; C -0.3639; C -0.4020; C -0.3412; C -0.3780; Fe 0.7092; C -0.3690; C -0.3747



# 2
Here is a molecular structure, C42H36AsBr2F6IMoN5O4S4 in a non-equilibrium geometry from the OMol25 dataset. Energies are from ωB97M-V/def2-TZVPD.

Properties
Total charge ... +3
Orbital gap ... 3.741 eV
Calculated total energy ... -330277.77474 eV
HOMO energy ... -14.93 eV

Element x y z (Å)
Mo: -0.4116 0.2067 -0.5631
S: -0.1466 -1.9810 0.3888
C: -1.5234 -2.9957 0.1286
N: -1.6278 -4.1807 0.7276
C: -2.9212 -4.8392 0.6876
C: -3.5463 -4.6648 -0.6913
N: -3.5771 -3.2637 -1.0741
C: -4.7763 -2.7502 -1.6936
C: -5.8944 -2.8016 -0.6736
C: -5.7574 -2.1031 0.5245
C: -6.7810 -2.1134 1.4540
C: -7.9409 -2.8317 1.1991
C: -8.0788 -3.5279 0.0071
C: -7.0510 -3.5296 -0.9213
C: -2.5367 -2.5013 -0.7481
S: -2.2803 -0.9530 -1.4894
C: -0.5595 -4.7982 1.4831
C: -0.9851 -5.1556 2.8893
C: -1.2564 -6.4730 3.2358
C: -1.5759 -6.7978 4.5434
C: -1.6445 -5.8035 5.5075
C: -1.3677 -4.4878 5.1663
C: -1.0431 -4.1603 3.8617
H: -3.5734 -4.4053 1.4544
H: -2.7882 -5.8982 0.9124
H: -4.5622 -5.0582 -0.6967
H: -2.9630 -5.2152 -1.4380
H: -5.0294 -3.3590 -2.5634
H: -4.6092 -1.7221 -2.0187
H: -4.8546 -1.5371 0.7178
H: -6.6797 -1.5607 2.3748
H: -8.7287 -2.8620 1.9359
H: -8.9876 -4.0686 -0.2031
H: -7.1619 -4.0741 -1.8466
H: 0.2782 -4.1015 1.5196
H: -0.2518 -5.7087 0.9579
H: -1.1802 -7.2573 2.4979
H: -1.7577 -7.8257 4.8100
H: -1.9134 -6.0571 6.5204
H: -1.3965 -3.7209 5.9232
H: -0.7841 -3.1435 3.5970
Br: 2.0344 -1.7390 3.0447
C: 3.5886 -0.7024 2.6346
Br: 3.1135 0.8231 1.5114
H: 4.2821 -1.3388 2.0885
H: 3.9989 -0.3208 3.5675
F: -2.1040 4.1925 -0.0120
C: -3.3655 3.7682 -0.1494
F: -3.9053 3.6468 1.0466
F: -4.0374 4.6097 -0.8892
S: -3.1351 2.0912 -0.9420
O: -2.2265 1.4445 0.0156
O: -4.3402 1.4022 -1.1810
N: -2.3045 2.4419 -2.2474
S: -0.8050 2.1332 -2.3978
O: -0.5520 0.7752 -2.8552
O: -0.0126 2.3182 -1.1794
C: -0.1015 3.3237 -3.6795
F: 0.7016 4.1589 -3.0453
F: -1.0506 3.9788 -4.2948
F: 0.6122 2.6089 -4.5365
I: -0.5559 4.2296 3.9913
C: -0.4434 2.3882 3.0224
C: -0.7945 1.1475 3.5379
N: -0.6255 0.2560 2.5552
N: -0.1672 0.8343 1.4304
C: -0.0510 2.1372 1.7052
H: -1.1509 0.8957 4.5191
H: -0.6882 -0.7555 2.6323
H: 0.3211 2.8534 0.9931
C: 5.1005 -3.4879 -0.5294
C: 3.7621 -3.8259 -0.6634
C: 2.8190 -2.8417 -0.9141
C: 3.2076 -1.5071 -1.0265
C: 4.5575 -1.1726 -0.9168
C: 5.4953 -2.1658 -0.6604
As: 1.8170 -0.1649 -1.5579
C: 2.9051 1.2168 -2.4027
C: 3.4027 2.3843 -1.8507
C: 4.1531 3.2530 -2.6412
C: 4.4045 2.9513 -3.9721
C: 3.9015 1.7936 -4.5377
C: 3.1448 0.9123 -3.7658
C: 2.4895 -0.2885 -4.2640
C: 2.5615 -0.7823 -5.5663
C: 1.7812 -1.8645 -5.9307
C: 0.9217 -2.4611 -5.0160
C: 0.8653 -2.0016 -3.7045
C: 1.6568 -0.9363 -3.3288
H: 5.8341 -4.2565 -0.3375
H: 3.4555 -4.8579 -0.5872
H: 1.7706 -3.1062 -1.0372
H: 4.8736 -0.1389 -1.0330
H: 6.5400 -1.9064 -0.5741
H: 3.2163 2.6281 -0.8111
H: 4.5463 4.1603 -2.2100
H: 4.9919 3.6295 -4.5705
H: 4.0926 1.5710 -5.5755
H: 3.2138 -0.3141 -6.2875
H: 1.8298 -2.2383 -6.9418
H: 0.3057 -3.2921 -5.3247
H: 0.1965 -2.4601 -2.9785

Here are the Mulliken charges for atoms 1 to 8, given in e: Mo -0.7681; S 0.9429; C 0.1694; N 0.1875; C -0.5397; C -0.9182; N 0.1904; C -1.0417



# 3
Here is a molecular structure, C31H56BrHgN4OP3 in a non-equilibrium geometry from the OMol25 dataset. Energies are from ωB97M-V/def2-TZVPD.

Properties
Total charge ... +2
Orbital gap (alpha / beta) ... 2.845 / 2.851 eV
Calculated total energy ... -143126.60280 eV
HOMO energy (alpha / beta) ... -12.46 / -12.46 eV
Energy relative to the best compared isomer or geometry (same formula, charge and spin) ... 347.6 kJ/mol

Element x y z (Å)
C: -0.7919 6.8055 -4.8794
C: -0.9686 5.4208 -5.1226
C: -1.2804 5.0382 -6.4509
C: -1.3951 6.0273 -7.4324
N: -1.2275 7.3415 -7.2024
C: -0.9316 7.7039 -5.9418
C: -0.8391 4.4601 -4.0824
C: -0.7273 3.6298 -3.1833
C: -0.5977 2.6686 -2.1424
C: 0.4680 2.7434 -1.2098
C: 0.5900 1.7946 -0.1897
C: -0.3373 0.7353 -0.0491
C: -1.3982 0.6681 -0.9827
C: -1.5308 1.6089 -2.0088
Hg: -0.1546 -0.6200 1.4185
P: 1.7359 -1.5260 0.3958
H: -1.4282 3.9829 -6.6984
H: -0.5498 7.1603 -3.8734
H: -1.6365 5.7439 -8.4662
H: -0.7970 8.7803 -5.7666
H: -2.3583 1.5372 -2.7223
H: 1.1955 3.5568 -1.2994
H: -2.1370 -0.1385 -0.9078
H: 1.4258 1.8817 0.5145
C: 2.0321 -3.1884 1.1761
C: 3.0158 -4.1673 0.5233
H: 1.0261 -3.6433 1.2281
H: 2.3018 -2.9538 2.2222
H: 3.2579 -4.9778 1.2337
H: 2.5818 -4.6369 -0.3761
H: 3.9621 -3.6832 0.2340
C: 1.6309 -1.7923 -1.4415
C: 2.7046 -1.1717 -2.3446
H: 0.6335 -1.4102 -1.7229
H: 1.5680 -2.8876 -1.5797
H: 2.4455 -1.3477 -3.4038
H: 2.7683 -0.0798 -2.1993
H: 3.7056 -1.5971 -2.1695
C: 3.2318 -0.4633 0.6972
C: 4.6212 -1.1129 0.6676
H: 3.0422 -0.0288 1.6945
H: 3.1553 0.3635 -0.0344
H: 5.3941 -0.3386 0.8203
H: 4.7290 -1.8478 1.4830
H: 4.8377 -1.6198 -0.2867
Br: 0.0770 -2.3385 3.2791
P: -2.8362 -4.2140 -2.9245
C: -0.9586 -4.2606 -2.7872
C: -0.3549 -5.6642 -2.9371
H: -0.6473 -3.7908 -1.8331
H: -0.5778 -3.6110 -3.5978
H: 0.7163 -5.6073 -3.2025
H: -0.4368 -6.2484 -2.0044
H: -0.8740 -6.2325 -3.7289
C: -3.3148 -3.8831 -1.1376
C: -4.7263 -4.3540 -0.7638
H: -3.2404 -2.7862 -1.0085
H: -2.5607 -4.3366 -0.4640
H: -4.8071 -4.5312 0.3238
H: -5.4855 -3.6022 -1.0439
H: -4.9858 -5.2991 -1.2718
C: -3.0347 -2.4568 -3.5609
C: -3.3003 -2.3849 -5.0701
H: -2.1421 -1.8593 -3.2885
H: -3.8892 -2.0239 -3.0071
H: -3.7811 -1.4282 -5.3425
H: -2.3641 -2.4605 -5.6521
H: -3.9621 -3.2066 -5.3960
C: 2.5891 2.3163 5.6951
N: 2.3306 1.4816 4.5132
C: 3.0049 0.1798 4.6604
P: 0.5405 1.2919 4.1677
O: 0.4355 0.0596 3.2150
N: -0.4211 0.8693 5.6815
C: -1.8164 0.5588 5.3418
C: 0.1547 -0.2731 6.4144
N: -0.1354 2.7481 3.2952
C: -0.3286 3.8708 4.2239
C: -1.4043 2.4567 2.6110
H: 3.6795 2.3520 5.9098
H: 2.0710 1.9367 6.5957
H: 2.2838 3.3563 5.5205
H: 2.7427 -0.3371 5.5987
H: 2.7665 -0.4990 3.8209
H: 4.1057 0.3284 4.6559
H: -1.8830 -0.1861 4.5179
H: -2.3671 0.1548 6.2226
H: -2.3573 1.4795 5.0872
H: 0.3200 -1.1442 5.7549
H: 1.0905 0.0155 6.9149
H: -0.5112 -0.5870 7.2474
H: -0.8264 4.7206 3.7088
H: -0.9511 3.5704 5.0960
H: 0.6385 4.2586 4.5750
H: -1.5517 3.1977 1.7974
H: -1.4049 1.4488 2.1635
H: -2.2845 2.5392 3.2750

Here are the Mulliken charges for atoms 1 to 8, given in e: C -0.4650; C 0.5581; C -0.4542; C -0.3043; N -0.5421; C -0.3041; C 0.1994; C -1.0018



Which of these has the highest calculated total energy? C32H30ClFeN2